Computed, not measured: a molecular structure, C20H26F6FeO10 at a distorted geometry, with ωB97M-V/def2-TZVPD.

XYZ file:
```
63
Properties=species:S:1:pos:R:3
Fe -0.014 -0.095 -0.237
C 1.420 2.307 -1.828
O 1.715 2.840 -0.493
O 0.942 1.076 -1.610
C 0.510 3.228 -2.668
F -0.600 3.730 -2.078
F 1.224 4.275 -3.134
F 0.016 2.578 -3.742
C 2.595 3.951 -0.413
C 3.003 4.126 1.047
H 3.507 5.082 1.202
H 2.075 4.140 1.621
H 3.695 3.342 1.351
H 2.130 4.860 -0.807
H 3.563 3.900 -0.927
H 2.375 2.186 -2.357
C 1.629 -3.001 -1.096
O 1.379 -3.215 -2.489
O 1.096 -1.788 -0.779
C 1.227 -4.191 -0.152
F 1.252 -3.775 1.115
F -0.005 -4.629 -0.392
F 2.109 -5.229 -0.309
C 1.964 -4.343 -3.102
C 1.533 -4.268 -4.560
H 2.056 -5.081 -5.079
H 0.479 -4.538 -4.623
H 1.782 -3.335 -5.059
H 1.616 -5.317 -2.744
H 3.059 -4.342 -3.040
H 2.722 -2.908 -1.011
C -3.675 -1.982 1.418
C -2.659 -1.433 0.666
C -2.815 -1.176 -0.805
O -1.884 -0.708 -1.552
C -3.959 -1.611 -1.435
C -5.084 -2.051 -0.713
C -4.947 -2.237 0.814
O -6.002 -2.592 1.362
O -6.190 -2.326 -1.216
O -1.515 -1.288 1.242
H -3.503 -2.267 2.447
H -4.083 -1.460 -2.499
C 1.645 1.207 3.745
C 1.342 0.069 2.793
O 1.151 0.218 1.611
C 1.335 -1.274 3.438
H 2.536 1.039 4.351
H 0.831 1.459 4.427
H 1.813 2.103 3.145
H 0.724 -2.030 2.945
H 1.087 -1.188 4.495
H 2.376 -1.587 3.302
C -1.076 3.541 2.068
C -1.709 2.439 1.224
O -1.103 1.526 0.722
C -3.208 2.561 0.987
H -0.023 3.685 1.823
H -1.219 3.433 3.141
H -1.444 4.498 1.688
H -3.339 3.389 0.286
H -3.703 2.738 1.944
H -3.755 1.738 0.528
```

## Properties
spin multiplicity	5
ΔE to the lowest compared entry with this formula, charge and spin	0.000	eV
expectation value of S²	6.01
LUMO level (spin up / spin down)	3.99 / 3.99	eV
charge	-2
HOMO-LUMO gap (spin up / spin down)	4.93 / 4.90	eV

---

Computed, not measured: 4 unconnected molecules or ions with the total composition C5H11N3O at a distorted geometry, with ωB97M-V/def2-TZVPD.

XYZ file:
```
20
Properties=species:S:1:pos:R:3
C -3.144 -0.213 0.405
C -2.138 -0.795 -0.516
C 0.083 -0.955 -0.070
C 2.627 -1.386 0.331
C 1.616 0.653 -0.354
H -3.116 0.906 0.277
H -3.994 -0.720 -0.020
H -3.158 -0.472 1.507
H -1.921 -1.765 -0.407
H -2.456 -0.659 -1.545
H 0.260 -1.893 0.397
H 2.162 -1.743 1.871
H 4.011 -0.664 0.176
H 2.280 -2.578 -0.441
H 2.729 1.004 -0.730
H -0.354 1.036 0.565
N -0.826 -0.113 -0.274
N 1.321 -0.603 -0.005
N 0.954 1.835 -0.376
O -0.107 1.988 0.519
```

## Properties
spin multiplicity	1
ΔE to the lowest compared entry with this formula, charge and spin	12.139	eV
LUMO level	-0.73	eV
HOMO-LUMO gap	7.48	eV

---

Computed, not measured: 2 unconnected molecules or ions with the total composition CH3N3S2 at a distorted geometry, with ωB97M-V/def2-TZVPD.

XYZ file:
```
9
Properties=species:S:1:pos:R:3
C 2.252 -0.516 0.328
N -2.473 -0.354 1.365
N -0.101 0.120 -0.626
N -2.636 0.276 0.439
S -3.126 1.104 -0.755
S 1.387 -0.102 -1.056
H 1.974 -0.421 1.367
H 3.293 -0.806 0.249
H -0.571 0.699 -1.312
```

## Properties
spin multiplicity	3
ΔE to the lowest compared entry with this formula, charge and spin	0.772	eV
expectation value of S²	2.01
LUMO level (spin up / spin down)	0.47 / -1.65	eV
HOMO-LUMO gap (spin up / spin down)	7.43 / 8.25	eV

---

Computed, not measured: C3H3NO2 in the gas phase at a distorted geometry, with ωB97M-V/def2-TZVPD.

XYZ file:
```
9
Properties=species:S:1:pos:R:3
C 1.202 -1.068 0.016
C 0.522 0.194 -0.029
C -1.244 0.184 -0.046
N 1.913 -1.959 0.082
O 1.063 1.232 -0.712
O 1.038 1.204 0.701
H -1.414 -0.726 0.456
H -1.421 0.010 -1.027
H -1.660 0.929 0.557
```

## Properties
spin multiplicity	1
ΔE to the lowest compared entry with this formula, charge and spin	5.797	eV
LUMO level	0.79	eV
structure (SMILES)	CC1(C#N)OO1
HOMO-LUMO gap	11.93	eV

---

Computed, not measured: C5H2O in the gas phase at a distorted geometry, with ωB97M-V/def2-TZVPD.

XYZ file:
```
8
Properties=species:S:1:pos:R:3
O 2.080 0.577 2.421
C 1.735 -0.001 1.479
C 1.330 -0.671 0.393
C 0.154 -0.067 0.070
C -0.771 -0.307 -0.979
C -1.722 -0.216 -1.714
H -0.229 0.773 0.664
H -2.578 -0.089 -2.334
```

## Properties
spin multiplicity	1
ΔE to the lowest compared entry with this formula, charge and spin	0.538	eV
LUMO level	-0.94	eV
structure (SMILES)	C#CC=C=C=O
HOMO-LUMO gap	8.73	eV

---

Computed, not measured: a molecular structure, C20H38Cl3N2O4RuSi at a distorted geometry, with ωB97M-V/def2-TZVPD.

XYZ file:
```
69
Properties=species:S:1:pos:R:3
C 2.410 -1.812 -5.426
C 1.597 -0.864 -4.660
H 1.908 -2.161 -6.334
H 2.779 -2.736 -4.935
H 3.299 -1.240 -5.713
C 0.336 -0.460 -5.090
C 0.229 -0.236 -6.559
H -0.564 -0.349 -4.473
H -0.170 -1.129 -7.038
H 1.249 -0.087 -6.980
H -0.406 0.610 -6.817
Ru -0.981 -0.545 1.871
Cl 0.923 -0.611 3.050
Cl -1.399 -2.754 1.988
C 0.452 2.251 1.491
O -0.677 1.698 1.382
N 0.480 3.590 1.409
C -0.730 4.360 1.106
C 1.719 4.354 1.412
H 1.375 1.724 1.697
H -1.539 4.140 1.803
H -1.084 4.177 0.079
H -0.453 5.421 1.196
H 2.521 3.731 1.850
H 1.544 5.256 2.034
H 1.987 4.643 0.375
H -2.342 -1.883 -2.274
H -3.001 0.914 -3.493
C -3.354 -1.463 -2.142
C -3.583 1.042 -2.571
N -3.278 -0.070 -1.662
H -3.938 -2.095 -1.466
C -2.891 0.146 -0.389
O -2.733 -0.778 0.457
H -3.309 1.983 -2.094
H -2.662 1.192 -0.132
H -3.840 -1.418 -3.128
H -4.649 1.043 -2.832
O 0.984 -1.746 -2.808
C 1.916 -0.702 -3.206
C 0.183 0.930 -2.332
C 1.563 0.633 -2.511
H -0.538 0.111 -2.325
C -0.301 2.232 -2.226
H 2.954 -0.940 -3.064
C 2.441 1.684 -2.159
H -1.411 2.402 -2.243
C 0.605 3.273 -2.165
C 1.960 3.016 -2.017
H 3.506 1.466 -2.085
H 0.235 4.322 -2.221
H 2.674 3.850 -1.837
Si 0.815 -3.142 -2.096
Cl 0.353 -0.445 0.200
C -0.836 -3.998 -1.695
C 1.683 -3.401 -0.442
C 1.857 -4.044 -3.208
H -1.765 -3.460 -1.520
H -0.688 -4.636 -0.810
H -0.926 -4.637 -2.571
H 1.380 -3.782 -4.133
H 1.803 -5.068 -2.929
H 2.818 -3.619 -3.108
H 2.590 -2.817 -0.263
H 2.000 -4.434 -0.631
H 1.095 -3.397 0.491
O -1.963 -0.116 3.636
H -2.474 -0.937 3.792
H -1.142 -0.156 4.157
```

## Properties
spin multiplicity	6
ΔE to the lowest compared entry with this formula, charge and spin	3.402	eV
expectation value of S²	8.77
LUMO level (spin up / spin down)	0.37 / -0.60	eV
HOMO-LUMO gap (spin up / spin down)	5.79 / 7.35	eV

---

Computed, not measured: a molecular structure, C6H22B3N2O11PS2 at a distorted geometry, with ωB97M-V/def2-TZVPD.

XYZ file:
```
47
Properties=species:S:1:pos:R:3
N -6.850 -0.484 4.357
P -5.491 0.098 3.937
O -5.471 0.578 2.408
O -5.016 1.404 4.776
B -4.153 -1.249 4.250
O -3.580 -2.039 3.297
B -2.195 -2.064 3.430
O -1.633 -2.033 4.678
B -2.327 -1.154 5.489
N -1.676 -0.074 6.162
O -3.709 -1.365 5.532
H -7.286 0.051 5.100
H -4.587 0.864 2.114
H -5.201 2.191 4.226
H -1.519 -2.035 2.464
H -2.251 0.262 6.928
H -1.511 0.711 5.540
O 0.399 -2.959 1.209
S 1.268 -3.634 0.293
O 2.669 -3.362 0.306
O 0.701 -3.440 -1.178
C 0.450 -2.089 -1.628
C 1.714 -1.328 -1.966
C 1.015 -5.371 0.399
H -0.144 -1.564 -0.878
H -0.171 -2.203 -2.513
H 2.322 -1.152 -1.081
H 1.463 -0.360 -2.402
H 2.322 -1.888 -2.675
H -0.051 -5.575 0.363
H 1.435 -5.691 1.349
H 1.537 -5.848 -0.426
O 1.548 2.485 -3.480
S 2.388 2.747 -4.609
O 3.410 1.819 -4.973
O 3.022 4.195 -4.449
C 3.738 4.478 -3.225
C 5.102 3.820 -3.172
C 1.397 3.094 -6.021
H 3.122 4.193 -2.371
H 3.840 5.561 -3.209
H 5.021 2.736 -3.129
H 5.640 4.157 -2.286
H 5.684 4.073 -4.058
H 0.637 3.820 -5.748
H 0.940 2.154 -6.320
H 2.039 3.471 -6.811
```

## Properties
spin multiplicity	1
LUMO level	-0.02	eV
HOMO-LUMO gap	8.93	eV

---

Computed, not measured: 2 unconnected molecules or ions with the total composition BrH2OP at a distorted geometry, with ωB97M-V/def2-TZVPD.

XYZ file:
```
5
Properties=species:S:1:pos:R:3
O 0.436 -0.327 0.774
P 0.093 1.083 0.117
Br -1.649 -1.250 -1.805
H -0.394 -0.564 1.227
H 1.514 1.059 -0.313
```

## Properties
spin multiplicity	1
ΔE to the lowest compared entry with this formula, charge and spin	2.561	eV
LUMO level (spin up / spin down)	-3.13 / -1.88	eV
HOMO-LUMO gap (spin up / spin down)	5.47 / 7.90	eV

---

| no. | calculated total energy (a.u.) |
| --- | --- |
| 1 | -3393.04268 |
| 2 | -436.20093 |
| 3 | -1000.37129 |
| 4 | -321.16460 |
| 5 | -266.79899 |
| 6 | -2960.16183 |
| 7 | -2391.54656 |
| 8 | -2991.72878 |